C5H13N2O | wB97M-V/def2-TZVPD

Values from the calculation:
LUMO level in eV: -3.360
Energy in Ha: -382.83809
Spin multiplicity: 1
Energy above the lowest of the compared OMol25 structures with the same formula, charge and spin in kJ/mol: 61.8
HOMO level in Eh: -0.5112
Total charge: +1
Maximum force in eV Å⁻¹: 1.827
SMILES: CC[C@H]([NH3+])C(=O)NC
Frontier orbital gap in eV: 10.6

Each line ends with the Löwdin charge.
Atoms and positions in Å:
O  -0.425  1.537  1.948  0.075
C  -0.512  1.256  0.764  -0.468
N  -1.349  1.834  -0.105  0.063
C  -1.428  1.589  -1.550  -0.023
C  0.419  0.144  0.261  -0.229
N  1.546  0.109  1.253  0.237
C  0.701  -2.306  -0.352  -0.088
C  -0.234  -1.220  0.191  -0.183
H  -1.918  2.558  0.308  0.162
H  -0.770  2.293  -2.053  0.100
H  -1.122  0.581  -1.795  0.076
H  -2.426  1.677  -1.845  0.080
H  0.849  0.399  -0.706  0.157
H  2.286  -0.477  0.854  0.173
H  1.234  -0.289  2.133  0.174
H  1.973  1.023  1.407  0.182
H  0.124  -3.178  -0.668  0.089
H  1.354  -2.042  -1.188  0.086
H  1.369  -2.735  0.408  0.079
H  -0.553  -1.569  1.177  0.136
H  -1.118  -1.184  -0.443  0.122